{"formula": "C40H52CsF5N8O4S2Sb2", "method": "ωB97M-V/def2-TZVPD", "symbols": ["Cs", "Sb", "Sb", "S", "S", "F", "F", "F", "F", "F", "O", "O", "O", "O", "N", "N", "N", "N", "N", "N", "N", "N", "C", "C", "C", "C", "C", "C", "C", "C", "C", "C", "C", "C", "C", "C", "C", "C", "C", "C", "C", "C", "C", "C", "C", "C", "C", "C", "C", "C", "C", "C", "C", "C", "C", "C", "C", "C", "C", "C", "C", "C", "H", "H", "H", "H", "H", "H", "H", "H", "H", "H", "H", "H", "H", "H", "H", "H", "H", "H", "H", "H", "H", "H", "H", "H", "H", "H", "H", "H", "H", "H", "H", "H", "H", "H", "H", "H", "H", "H", "H", "H", "H", "H", "H", "H", "H", "H", "H", "H", "H", "H", "H", "H"], "positions_angstrom": [[-0.36104, 1.19025, -0.61630], [1.24969, -2.22916, -1.34706], [2.58793, 1.66671, -2.59209], [5.38411, 1.95062, 3.51222], [-2.82282, 3.59301, 0.27315], [8.39052, 1.65179, 3.58428], [10.01179, 0.85786, 1.63386], [9.02779, 0.18350, -0.81790], [6.34332, 0.33529, -1.25994], [4.68512, 1.14782, 0.66708], [-1.85247, 3.37644, -0.78633], [-0.16591, 0.01030, -2.96738], [-2.44424, 4.51012, 1.31993], [0.13227, -0.95851, 1.57950], [-4.27572, 0.61068, 2.06915], [-7.60364, 5.86060, -2.47274], [1.75147, -0.78327, 3.14400], [-1.53510, -3.96452, 0.81201], [-3.20316, 2.12118, 0.73940], [-4.54034, -1.96523, 0.61160], [-4.30244, -4.21892, 1.08145], [-4.80063, 2.93216, 2.28442], [-5.11321, 0.35371, 3.05667], [6.83495, 0.67312, -0.05507], [3.13008, -0.38765, -5.85719], [-5.85895, 4.17679, -2.30019], [2.84039, -1.98657, -4.07691], [-1.67880, 1.51266, -4.09630], [0.06834, -3.62448, -2.47911], [-4.86812, 5.41402, -0.02217], [-0.55829, -1.27022, 3.83181], [1.91784, 2.56256, -4.42443], [0.47426, -0.98527, 2.75944], [-5.82509, 1.33388, 3.73207], [-5.62904, 2.62600, 3.26381], [8.19849, 0.59011, 0.16098], [7.82883, 1.34554, 2.40535], [-4.09628, 1.91320, 1.71997], [6.43829, 1.44619, 2.24121], [8.68731, 0.93373, 1.40557], [2.12781, -2.50063, -6.34845], [2.20006, -0.64332, 4.51510], [-4.24894, 4.28399, -0.52359], [-3.73834, -3.05026, 0.79430], [2.55744, -1.25249, -6.77434], [3.92694, 0.26686, -3.59565], [2.99028, -2.45839, -2.66766], [2.75946, -0.43353, 2.15808], [-5.98429, 5.93164, -0.66196], [5.99413, 1.09435, 0.95205], [4.23349, 3.06255, -2.36364], [-4.74260, 3.66413, -1.66416], [3.27959, -0.72224, -4.51008], [-3.47183, -5.25641, 1.23145], [-6.49245, 5.31428, -1.80119], [-0.83851, -0.57004, -5.19476], [-2.44375, -0.70949, -3.27374], [-2.33147, -2.93627, 0.64435], [2.27963, -2.85244, -5.01823], [-1.22123, 0.05559, -3.83978], [2.08160, -3.74956, -0.03641], [-2.10761, -5.14230, 1.11423], [3.48011, 0.58455, -6.18829], [3.64128, -1.06578, 2.29548], [1.41088, -0.89299, 5.21717], [-1.45281, -5.99459, 1.24819], [4.58831, 0.92192, -4.16639], [-4.17334, -1.06017, 0.87771], [-6.17622, 3.46092, 3.69857], [3.17574, -3.53459, -2.65764], [-1.88478, -1.98869, 0.35431], [-1.62916, -0.46868, -5.94904], [0.07048, -0.09292, -5.56853], [4.52447, -0.20964, -2.82115], [-0.84193, -3.85817, -1.92503], [3.08175, 0.59543, 2.30548], [-0.61525, -1.63183, -5.06336], [2.54517, 0.37780, 4.69385], [-6.50137, 1.10507, 4.54253], [3.05083, -1.30612, 4.69196], [-2.86972, -0.17915, -2.41386], [-1.99652, 1.99482, -3.16503], [4.95833, 2.63132, -1.67234], [-4.24483, 2.78347, -2.05180], [1.39380, 1.80149, -5.00064], [1.67679, -3.19624, -7.04627], [-1.49716, -1.47992, 3.32679], [2.44715, -4.61022, -0.60100], [2.44934, -0.95424, -7.81036], [-0.69351, -0.40707, 4.48559], [3.88486, 4.00900, -1.94861], [1.23576, 3.38746, -4.22012], [-0.27391, -2.12695, 4.44442], [-2.14445, -1.70981, -2.95192], [2.90224, -3.32551, 0.54432], [3.82572, -1.98051, -2.15594], [-4.47155, 5.86729, 0.87625], [-6.47019, 6.82072, -0.27366], [-5.49715, -2.11307, 0.88548], [2.35682, -0.58029, 1.16116], [-0.19379, -3.17051, -3.43313], [-3.21088, -0.80396, -4.05190], [1.95467, -3.83231, -4.68665], [-3.92988, -6.21423, 1.45651], [2.77932, 2.93291, -4.98367], [-2.52064, 1.53642, -4.79990], [0.63191, -4.54568, -2.64286], [-5.22891, -0.69706, 3.31620], [-0.85923, 2.09627, -4.51937], [1.29199, -4.06835, 0.64714], [-6.24188, 3.69645, -3.19419], [4.71678, 3.24998, -3.32469], [-8.11810, 5.17634, -3.00476], [-8.22249, 6.37180, -1.86297]], "forces_ev_per_angstrom": [[0.292, -0.726, 0.922], [0.111, 0.136, -0.139], [0.319, -0.020, -0.149], [-0.013, -0.007, -0.005], [0.014, 0.001, -0.082], [0.055, 0.033, 0.120], [0.114, -0.004, 0.024], [0.067, -0.032, -0.070], [-0.034, -0.008, -0.046], [-0.078, 0.029, -0.170], [-0.512, 1.052, -0.121], [0.242, -0.241, -0.380], [0.002, -0.027, 0.040], [-0.035, 0.068, 0.116], [-0.011, -0.048, 0.080], [0.044, -0.018, 0.026], [0.002, 0.017, 0.047], [-0.020, -0.034, 0.008], [-0.157, 0.032, 0.261], [-0.103, -0.140, -0.043], [0.031, -0.034, 0.007], [0.053, -0.096, -0.033], [0.013, 0.043, -0.002], [0.104, -0.008, -0.042], [-0.019, 0.028, -0.018], [0.011, -0.017, -0.003], [0.077, -0.010, 0.020], [-0.099, -0.121, -0.083], [-0.041, -0.067, 0.065], [-0.035, -0.024, 0.032], [-0.008, -0.001, 0.005], [0.029, -0.040, -0.043], [-0.112, -0.080, -0.008], [0.008, 0.005, -0.013], [0.024, 0.005, -0.020], [-0.065, 0.017, 0.024], [-0.068, -0.028, -0.104], [-0.070, 0.131, -0.123], [-0.008, -0.014, -0.012], [-0.071, -0.002, -0.023], [0.001, 0.012, -0.008], [-0.023, -0.051, -0.038], [-0.039, -0.117, -0.042], [0.095, -0.101, 0.014], [-0.009, -0.014, 0.006], [-0.052, -0.029, -0.100], [-0.002, -0.019, -0.073], [0.076, -0.050, -0.012], [0.008, 0.009, 0.020], [0.094, 0.036, 0.302], [0.005, -0.007, 0.031], [-0.006, 0.040, -0.008], [-0.011, 0.015, 0.027], [-0.029, -0.010, -0.013], [-0.019, 0.022, -0.019], [-0.032, -0.010, 0.003], [0.079, 0.079, -0.261], [-0.016, 0.018, -0.135], [-0.010, -0.008, -0.016], [-0.011, 0.015, -0.001], [-0.114, -0.063, 0.026], [0.032, 0.035, 0.003], [-0.002, -0.002, 0.009], [-0.029, 0.003, -0.012], [0.002, 0.020, 0.009], [0.003, 0.005, -0.002], [0.017, -0.022, 0.000], [0.099, 0.331, 0.012], [0.009, -0.022, -0.007], [-0.011, -0.007, -0.011], [0.008, -0.028, 0.156], [0.004, -0.016, 0.006], [-0.008, 0.007, 0.003], [-0.025, 0.032, 0.026], [0.023, 0.018, -0.026], [0.022, 0.056, -0.047], [0.009, 0.007, 0.000], [-0.002, 0.008, 0.017], [0.001, 0.000, -0.002], [-0.005, 0.003, 0.003], [0.012, -0.046, -0.041], [0.038, -0.036, -0.046], [0.009, 0.035, -0.010], [-0.003, 0.009, 0.002], [-0.020, 0.026, 0.005], [-0.002, -0.001, 0.004], [0.001, 0.001, -0.001], [-0.002, -0.001, -0.008], [0.000, 0.001, 0.000], [0.000, -0.005, 0.005], [-0.017, -0.012, 0.005], [-0.008, -0.015, 0.020], [-0.012, 0.006, 0.007], [0.036, 0.012, -0.023], [0.018, 0.008, 0.007], [-0.017, 0.021, 0.010], [-0.001, 0.000, -0.007], [0.003, -0.005, -0.004], [-0.053, -0.037, -0.002], [-0.006, 0.035, -0.028], [-0.007, 0.013, 0.008], [-0.154, -0.040, 0.166], [0.000, -0.001, 0.006], [-0.001, 0.002, 0.004], [-0.007, -0.008, -0.007], [-0.007, 0.097, 0.027], [0.002, 0.009, -0.002], [-0.004, 0.001, 0.005], [0.007, -0.014, 0.005], [0.041, 0.010, -0.006], [0.002, 0.006, 0.007], [-0.003, -0.021, 0.001], [-0.018, -0.017, -0.026], [-0.015, 0.020, 0.012]], "lowdin_charge": [0.982, 1.366, 1.323, 0.448, 0.530, 0.046, 0.083, 0.083, 0.087, 0.044, -0.591, -0.625, -0.320, -0.140, 0.089, 0.071, -0.139, 0.085, -0.123, 0.139, 0.101, 0.125, -0.170, -0.161, -0.076, -0.035, -0.263, -0.056, -0.321, -0.060, 0.004, -0.327, -0.499, -0.093, -0.161, -0.165, -0.271, -0.458, -0.656, -0.165, -0.113, -0.048, -0.286, -0.371, -0.115, -0.320, -0.319, -0.049, -0.043, -0.256, -0.343, -0.046, -0.266, -0.163, -0.333, -0.050, -0.053, -0.079, -0.072, -0.824, -0.343, -0.161, 0.103, 0.097, 0.068, 0.090, 0.057, 0.047, 0.100, 0.051, 0.103, 0.070, 0.061, 0.031, -0.021, 0.049, 0.060, 0.087, 0.079, 0.091, 0.065, 0.044, -0.024, 0.112, -0.019, 0.092, 0.070, -0.012, 0.091, 0.085, -0.007, -0.002, 0.080, 0.060, -0.014, 0.044, 0.110, 0.102, 0.087, 0.052, -0.021, 0.070, 0.099, 0.090, -0.001, 0.073, 0.000, 0.100, 0.056, -0.027, 0.107, -0.006, 0.075, 0.074], "e_homo_ev": -2.4, "e_above_lowest_kj_mol": 90.9, "charge": -2, "homo_lumo_gap_ev": 5.90}